[1]
C20H50N2O4Si2V | wB97M-V/def2-TZVPD

Computed properties:
Lowest unoccupied orbital energy (alpha / beta): 0.247 / -0.032 eV
Calculated total energy: -74159.5878 eV
ΔE to the lowest compared entry with this formula, charge and spin: 0.0 kJ/mol
Orbital gap (alpha / beta): 7.1 / 7.1 eV

ORCA input file:
```
! RIJCOSX wB97M-V def2-TZVPD def2/J DEFGRID3
* xyz 0 4
O 1.794 -0.859 -0.977
O -1.102 -0.967 -3.731
C 2.464 0.243 -1.710
C 3.957 0.272 -1.457
H 1.970 1.165 -1.369
H 2.227 0.138 -2.780
H 4.195 0.483 -0.409
H 4.395 1.100 -2.024
H 4.432 -0.662 -1.777
C 1.786 -2.114 -1.667
C 2.083 -2.073 -3.145
H 0.780 -2.513 -1.513
H 2.499 -2.759 -1.129
H 1.282 -1.555 -3.685
H 2.092 -3.102 -3.526
H 3.047 -1.606 -3.357
C -2.057 -1.709 -3.007
C -1.528 0.239 -4.339
C -1.676 -3.176 -3.135
H -3.057 -1.552 -3.438
H -2.092 -1.435 -1.936
H -1.718 -3.476 -4.196
H -2.377 -3.792 -2.558
H -0.652 -3.384 -2.783
C -1.256 0.133 -5.835
H -0.949 1.084 -3.918
H -2.606 0.424 -4.159
H -0.218 -0.135 -6.038
H -1.470 1.092 -6.294
H -1.899 -0.634 -6.272
H -0.006 3.126 0.444
V 0.839 0.158 1.228
C -0.547 2.400 -0.163
Si -2.263 3.089 -0.378
H -0.085 2.142 -1.135
H -0.801 1.475 0.484
C -2.299 4.342 -1.776
C -2.316 3.750 1.395
C -3.465 1.635 -0.462
C 2.501 -0.728 2.013
Si 1.763 -2.406 2.339
H 2.704 0.003 2.838
H 3.158 -0.475 1.138
C 3.056 -3.623 1.717
C 0.128 -2.915 1.536
C 1.478 -2.540 4.189
H -3.306 0.995 -1.341
H -4.516 1.985 -0.487
H -3.333 0.987 0.423
H -1.351 4.898 -1.797
H -3.122 5.059 -1.638
H -2.427 3.894 -2.770
H -1.299 3.925 1.773
H -2.755 3.005 2.069
H -2.864 4.698 1.493
H 0.157 -2.839 0.439
H -0.775 -2.375 1.876
H -0.044 -3.974 1.798
H 1.128 -3.540 4.472
H 0.724 -1.824 4.546
H 2.406 -2.348 4.747
H 3.031 -4.571 2.264
H 4.057 -3.193 1.854
H 2.942 -3.860 0.653
C 0.211 2.537 4.739
C 0.146 1.529 3.648
N 0.939 1.605 2.576
O 1.459 2.957 2.469
C -0.850 0.557 3.504
C -1.968 0.300 4.453
N -0.827 -0.086 2.283
O -1.964 -0.537 1.796
H 1.244 2.706 5.076
H -0.363 2.141 5.591
H -0.227 3.494 4.431
H 2.143 2.917 1.761
H -2.936 0.407 3.940
H -1.899 -0.746 4.800
H -1.954 0.995 5.312
*
```

Löwdin atomic charge list, values in e, 2 entries:
1 O -0.23
2 O -0.19

***

[2]
C24H66F3O12Y | wB97M-V/def2-TZVPD

Computed properties:
Lowest unoccupied orbital energy: -9.512 eV
Calculated total energy: -59705.9455 eV
Orbital gap: 3.3 eV

ORCA input file:
```
! RIJCOSX wB97M-V def2-TZVPD def2/J DEFGRID3
* xyz 2 1
Y 1.488 -0.394 5.023
C 0.668 -0.473 1.557
O 1.111 0.689 0.931
O 1.123 -0.487 2.829
C -0.844 -0.576 1.331
F -1.069 -0.982 0.090
F -1.405 -1.497 2.162
F -1.489 0.576 1.523
C 1.457 0.627 -0.472
C 0.696 1.694 -1.229
H -0.357 1.407 -1.200
H 0.878 2.678 -0.805
H 0.952 1.653 -2.286
H 1.211 -0.339 -0.923
H 2.540 0.746 -0.534
H 1.073 -1.347 1.014
C 4.483 1.774 2.474
C 4.247 1.459 3.944
O 2.777 1.360 4.195
H 3.655 1.435 1.855
H 5.384 1.270 2.125
H 4.613 2.849 2.370
H 4.670 2.225 4.586
H 4.626 0.472 4.217
H 2.363 2.237 3.974
C 0.120 -4.613 4.784
C 0.176 -3.325 3.985
O -0.146 -2.161 4.836
H 0.576 -5.429 4.228
H -0.901 -4.865 5.069
H 0.701 -4.496 5.703
H -0.455 -3.373 3.103
H 1.195 -3.184 3.607
H -1.101 -2.210 4.985
C -3.194 -4.602 -1.287
C -3.328 -4.114 0.152
O -4.684 -3.955 0.537
H -3.469 -3.801 -1.975
H -3.905 -5.411 -1.461
H -2.199 -4.998 -1.489
H -2.778 -3.166 0.289
H -2.802 -4.797 0.831
H -4.934 -3.036 0.347
C 1.526 -2.650 -2.833
C 0.212 -3.144 -2.219
O -0.458 -4.066 -3.064
H 2.196 -2.229 -2.083
H 1.284 -1.821 -3.514
H 2.044 -3.387 -3.440
H -0.437 -2.289 -1.999
H 0.416 -3.668 -1.281
H -0.607 -3.654 -3.921
C 0.245 4.849 3.682
C 0.653 4.240 2.353
O 1.377 3.002 2.616
H -0.113 4.011 4.291
H -0.576 5.548 3.552
H 1.094 5.282 4.205
H 1.386 4.862 1.842
H -0.222 4.054 1.734
H 1.018 2.280 2.076
C -5.345 -0.373 2.101
C -4.870 -0.331 0.654
O -5.431 -1.393 -0.101
H -4.856 0.365 2.742
H -5.151 -1.382 2.466
H -6.408 -0.132 2.176
H -3.790 -0.485 0.703
H -5.040 0.645 0.192
H -6.316 -1.157 -0.398
C 2.677 0.559 -4.749
C 3.478 1.667 -5.412
O 4.156 2.489 -4.469
H 2.122 -0.007 -5.497
H 2.068 0.887 -3.913
H 3.435 -0.140 -4.368
H 2.883 2.290 -6.081
H 4.201 1.204 -6.098
H 4.707 1.904 -3.940
C -0.574 2.134 -5.612
C -1.674 1.539 -6.496
O -2.390 2.476 -7.269
H 0.202 1.378 -5.471
H -0.888 2.318 -4.579
H -0.163 3.054 -6.024
H -2.391 0.965 -5.906
H -1.225 0.779 -7.153
H -1.789 3.166 -7.565
C 4.225 -1.544 0.289
C 5.440 -2.377 0.009
O 5.261 -3.010 -1.261
H 4.216 -0.750 -0.471
H 4.265 -1.095 1.279
H 3.285 -2.044 0.048
H 5.614 -3.147 0.775
H 6.339 -1.749 0.009
H 6.110 -3.267 -1.634
C -3.572 3.835 1.678
C -5.042 3.788 1.398
O -5.571 5.088 1.563
H -3.509 4.310 2.664
H -3.006 4.476 1.001
H -3.076 2.868 1.764
H -5.509 3.075 2.104
H -5.340 3.322 0.447
H -6.521 5.063 1.416
*
```

Löwdin atomic charge list, values in e, 2 entries:
1 Y 2.08
2 C -0.40

***

[3]
C14H18Cl2N2PmS | wB97M-V/def2-TZVPD

Computed properties:
Lowest unoccupied orbital energy (alpha / beta): 2.334 / 2.334 eV
Calculated total energy: -70222.9297 eV
Orbital gap (alpha / beta): 4.5 / 4.6 eV

ORCA input file:
```
! RIJCOSX wB97M-V def2-TZVPD def2/J DEFGRID3
* xyz -1 5
Pm -0.289 -0.279 0.132
Cl -2.006 0.086 -1.350
Cl -0.006 -1.103 2.252
C -3.099 -1.984 0.714
H -2.917 -1.592 1.711
H -4.105 -1.863 0.316
C 1.078 -0.964 -0.852
C -2.138 -2.582 0.008
H 1.972 -0.405 -1.168
C -2.307 -3.145 -1.370
H -1.140 -2.680 0.436
C -1.024 -3.798 -1.913
H -3.125 -3.877 -1.378
H -2.583 -2.325 -2.047
C 0.048 -2.785 -2.340
H -0.609 -4.469 -1.149
H -1.286 -4.424 -2.775
C 1.067 -2.414 -1.240
H 0.614 -3.196 -3.185
H -0.437 -1.868 -2.704
H 0.909 -3.050 -0.358
H 2.079 -2.650 -1.610
N 0.347 2.373 -2.141
C 0.692 2.787 -0.837
N 0.589 1.995 0.263
C 1.021 2.671 1.374
C 1.070 2.171 2.680
C 1.548 2.989 3.716
C 1.970 4.302 3.452
C 1.916 4.808 2.146
C 1.445 3.975 1.134
S 1.290 4.330 -0.494
H 0.428 3.032 -2.929
H 0.058 1.407 -2.330
H 0.758 1.181 2.917
H 1.594 2.603 4.727
H 2.336 4.924 4.258
H 2.238 5.819 1.932
*
```

Löwdin atomic charge list, values in e, 2 entries:
1 Pm 0.40
2 Cl 0.03